This record from OMol25 describes one molecule with the formula C3H5NO. The level of theory is ωB97M-V/def2-TZVPD.

Results
SMILES: N/C=C\C=O
Energy relative to the best compared isomer or geometry (same formula, charge and spin): 196.0 kJ/mol
LUMO energy: 0.7 eV
Orbital gap: 9.4 eV

XYZ file:
```
10
Properties=species:S:1:pos:R:3:forces:R:3
N -1.151063 -0.737822 -0.572577 -2.12 -1.45 -2.26
C 0.044018 -0.505244 -1.170475 -1.19 -2.73 0.69
C 0.970497 -0.056271 -0.328934 2.46 0.08 -3.37
C 0.658456 0.604791 0.785484 7.61 0.18 1.62
O -0.354109 0.813890 1.268501 -8.46 1.86 3.78
H -1.151226 -0.177324 0.268424 -1.15 -0.21 0.81
H -1.936646 -1.447612 -0.806030 2.31 2.18 0.09
H 0.382581 -0.905292 -2.101963 -0.60 -0.33 -0.73
H 1.999252 0.025416 -0.569522 0.69 -0.07 -0.79
H 1.558527 0.898785 1.352676 0.47 0.49 0.16
```
Positions in Å, forces in eV/Å.


This record from OMol25 describes one molecule with the formula C3H5NO. The level of theory is ωB97M-V/def2-TZVPD.

Results
SMILES: C/C=N/C=O
Energy relative to the best compared isomer or geometry (same formula, charge and spin): 188.7 kJ/mol
LUMO energy: 0.6 eV
Orbital gap: 10.0 eV

XYZ file:
```
10
Properties=species:S:1:pos:R:3:forces:R:3
C 1.711722 0.121487 -0.026293 -0.99 3.35 1.33
C 0.269596 0.223999 0.131218 -2.70 0.43 -1.49
N -0.504249 -0.766514 0.235149 -2.54 -1.63 -0.24
C -2.107856 -0.432056 0.026682 2.49 -2.48 0.63
O -2.484266 0.672851 -0.060103 -0.73 0.83 -0.15
H 1.969870 -0.837074 -0.007648 1.49 -4.00 1.01
H 2.122400 0.828855 0.684532 0.70 -0.46 0.64
H 2.115714 0.469300 -0.921540 -0.06 0.96 -1.99
H -0.297936 1.136890 -0.018601 0.63 1.03 0.07
H -2.794995 -1.417734 -0.043400 1.72 1.96 0.19
```
Positions in Å, forces in eV/Å.